Molecular formula: C8H19ClO4OsSe2
Method: DFT, wB97M-V/def2-TZVPD

The geometry in XYZ format:
```
35
Properties=species:S:1:pos:R:3:forces:R:3
Os 0.904141 -0.213720 -0.438735 -0.126 -0.230 -0.489
C -0.102850 0.042034 2.973241 0.114 -0.025 -0.018
Se 1.405828 -0.676403 1.955380 0.055 0.018 0.254
C 1.001798 -2.607877 1.978487 0.025 0.071 -0.035
C -0.409602 -2.959529 1.557666 0.029 0.051 0.069
Se -0.776682 -2.472257 -0.303485 -0.110 -0.099 -0.013
C -2.613088 -1.857702 -0.096207 0.034 -0.015 -0.007
H -0.055945 -0.432347 3.951566 -0.004 -0.005 -0.003
H -1.043048 -0.159153 2.471167 -0.004 0.002 0.006
H 0.080336 1.109121 3.072484 -0.015 0.002 0.006
H 1.204119 -2.906326 3.008133 -0.027 -0.023 -0.003
H 1.770703 -3.047106 1.341392 -0.019 -0.018 -0.001
H -1.161215 -2.491557 2.191211 -0.002 0.002 -0.021
H -0.538484 -4.040124 1.631238 0.009 -0.005 -0.027
H -3.197380 -2.713378 0.235193 -0.009 0.002 -0.002
H -2.957452 -1.544131 -1.079066 0.016 -0.004 -0.006
H -2.681471 -1.043123 0.619790 0.012 -0.006 0.005
O 2.701435 0.078094 -2.172039 0.058 -0.090 -0.119
Cl 2.080651 -1.177957 -2.576163 -0.065 0.259 0.526
O 2.516523 -1.731494 -3.762596 0.043 -0.100 -0.192
O 0.602665 -0.826589 -2.578006 0.016 0.068 0.099
O 2.181531 -2.052634 -1.389879 0.056 -0.008 -0.085
C -1.040231 3.236584 -1.622957 0.009 -0.024 -0.044
C 0.087965 2.250390 -1.272854 0.010 -0.032 0.046
C 1.291197 2.960019 -0.657098 0.024 -0.002 -0.010
C -0.500324 1.208877 -0.294284 -0.035 0.110 0.132
H -0.650915 3.983050 -2.314519 0.006 0.005 0.008
H -1.389710 3.745643 -0.724333 -0.010 0.007 -0.002
H -1.881298 2.737273 -2.101689 -0.008 -0.002 0.008
H 0.380326 1.752705 -2.208919 0.009 0.025 -0.011
H 0.996590 3.513433 0.236766 -0.003 0.008 -0.004
H 1.719742 3.665223 -1.367748 -0.002 0.008 0.009
H 2.106207 2.277390 -0.377630 -0.003 -0.005 -0.006
H -1.458939 0.782576 -0.606952 -0.004 0.052 -0.046
H -0.573131 1.610989 0.721433 -0.083 0.002 -0.021
```
Positions in Å, forces in eV/Å.

Calculated values
Total charge: +2
Orbital gap (alpha / beta): 0.2737 / 0.2681 Eh
2S+1: 5

---

Molecular formula: C4H5N2O2S3
Method: DFT, wB97M-V/def2-TZVPD

The geometry in XYZ format:
```
16
Properties=species:S:1:pos:R:3:forces:R:3
C -0.784006 -0.108360 0.834355 1.146 0.356 -0.674
C -0.240180 -1.984592 3.623036 -0.068 -0.609 -0.024
C -0.292553 0.964326 0.145041 -1.049 -2.978 2.131
C 0.956844 -1.977812 0.681460 -1.432 3.735 1.094
N 0.804244 0.942243 -0.646881 1.526 0.973 -1.840
N -0.309957 -1.488983 0.704236 1.084 0.874 -0.013
O 0.124604 -0.904231 3.759708 0.188 1.206 0.232
O -0.590044 -3.079353 3.531900 -0.101 -0.668 0.105
S -1.727553 -2.419533 0.553169 -0.865 -1.552 -0.528
S 2.311133 -1.105669 1.205083 0.036 -0.237 -0.310
S 1.099656 2.410917 -1.516571 -0.870 0.084 -0.402
H -1.754815 -0.081109 1.360319 0.934 0.193 -0.343
H -0.846920 1.846090 0.130217 -0.919 1.413 0.283
H 1.067259 -2.972097 0.406924 -0.278 -1.782 -0.452
H 1.711015 0.704369 -0.243955 -0.197 -0.825 0.392
H -0.065509 2.419243 -2.257620 0.865 -0.184 0.350
```
Positions in Å, forces in eV/Å.

Calculated values
Total charge: -1
Orbital gap: 0.2195 Eh

---

Molecular formula: C4H11N3
Method: DFT, wB97M-V/def2-TZVPD

The geometry in XYZ format:
```
18
Properties=species:S:1:pos:R:3:forces:R:3
N -0.141189 2.762955 -0.949141 -0.722 1.936 -0.582
C 0.565188 1.990600 -0.127065 1.014 -0.926 1.564
N 1.044406 0.885077 -0.406970 0.848 -2.500 -1.394
C 1.351017 -0.025393 0.669462 0.533 -1.671 0.651
C 0.094233 -0.958649 0.945072 3.033 0.136 -0.363
C -0.348475 -1.423231 -0.382832 -1.120 -2.446 0.677
N -1.725657 -2.063511 -0.201351 0.445 2.152 -1.694
H -0.916708 3.207133 -0.495280 -0.064 0.463 -0.184
H -0.282771 2.520538 -1.916014 0.063 -0.446 0.180
H 0.841524 2.237090 0.881172 -1.040 1.530 0.889
H 1.606157 0.368275 1.643978 0.149 1.128 0.341
H 2.265200 -0.716343 0.473741 -1.631 1.105 -0.297
H 0.467508 -1.706211 1.624547 0.353 -1.029 -0.165
H -0.713911 -0.636028 1.555948 -0.834 1.552 0.062
H -0.276523 -0.619819 -1.049743 -0.824 1.356 -0.951
H 0.342137 -2.116158 -0.902917 -0.230 -0.303 0.837
H -2.380082 -1.205437 -0.234829 0.986 -1.954 0.000
H -1.792052 -2.500889 -1.127778 -0.961 -0.083 0.430
```
Positions in Å, forces in eV/Å.

Calculated values
Total charge: 0
Orbital gap: 0.3530 Eh
SMILES: N/C=N/CCCN

---

Molecular formula: C12H28N4O4
Method: DFT, wB97M-V/def2-TZVPD

The geometry in XYZ format:
```
48
Properties=species:S:1:pos:R:3:forces:R:3
H -3.573589 1.120117 -2.594622 0.861 -0.369 0.933
N -3.232690 0.481263 -1.833361 3.177 3.118 3.697
C -2.415785 1.165712 -0.948644 -3.246 -2.128 -3.015
N -1.881581 0.366335 0.245442 0.549 2.377 -1.594
N -2.155090 2.637331 -1.197393 0.066 -1.226 2.467
C -0.912701 3.142054 -0.497561 1.562 1.301 0.030
C 0.491819 2.842247 -1.354005 -1.105 -0.422 -0.348
C 1.825794 3.153355 -0.454491 -0.765 0.334 0.139
C 3.218399 2.504804 -1.002702 0.304 2.260 -0.637
N 3.214369 1.042288 -1.312549 -0.765 -0.569 -1.997
C 2.451927 0.181540 -0.352283 0.572 -2.293 0.788
C 2.480369 -1.442422 -0.754620 -1.169 0.157 0.910
C 1.552533 -2.171276 0.431080 -0.875 0.850 -1.149
C 3.010904 0.701768 -2.760970 -3.651 2.178 -3.974
O 2.101314 1.196037 -3.601418 5.417 -2.858 5.517
O 3.984588 -0.272324 -3.357251 -1.042 2.878 6.255
O 3.554759 -0.700418 -4.510139 -2.266 -2.169 -4.284
H -1.992473 0.932388 1.138910 0.259 -0.730 -1.596
H -0.839831 0.309340 0.057329 -1.484 -0.078 0.592
H -2.992062 3.134948 -0.775636 1.325 -0.697 -0.785
H -0.771671 2.741033 0.599303 -0.312 0.685 -2.032
H -0.990522 4.308596 -0.437702 -0.045 -2.160 0.029
H 0.481200 3.487361 -2.359081 0.061 -1.432 2.307
H 0.388568 1.717543 -1.706084 0.597 2.257 0.687
H 1.645721 2.796428 0.651231 0.297 0.570 -2.094
H 1.912413 4.342674 -0.392316 0.125 -2.617 -0.156
H 4.063802 2.788618 -0.212342 -1.756 -1.005 -1.577
H 3.536754 3.081062 -1.998250 -0.769 -1.341 2.139
H 1.319038 0.433491 -0.211051 2.105 -0.086 -0.368
H 3.005467 0.245727 0.702153 -1.281 0.069 -2.249
H 1.869554 -1.636435 -1.759499 1.630 0.515 1.958
H 3.562900 -1.884641 -0.794144 -2.102 1.035 -0.060
H 1.761901 -1.705630 1.484110 -0.201 -1.226 -1.943
H 0.429762 -1.874212 0.158772 2.328 -0.724 0.776
H 1.597325 -3.338963 0.385769 0.156 2.313 0.310
H 2.779878 -1.344676 -4.392923 1.389 1.232 0.320
C -2.504836 -3.747657 3.880939 0.195 -0.056 0.329
C -2.486171 -2.470475 3.056201 -0.378 -0.555 -0.341
C -3.856017 -2.169450 2.469441 -0.168 0.380 -0.032
O -1.538955 -2.604380 1.999622 0.271 -0.028 -0.054
H -2.782864 -4.608973 3.263177 -0.109 0.139 0.001
H -1.509581 -3.958315 4.286597 -0.138 0.092 -0.013
H -3.212853 -3.670640 4.711854 0.058 -0.062 -0.081
H -2.161815 -1.632506 3.682797 0.141 -0.079 -0.203
H -4.181941 -2.974871 1.801656 0.049 -0.020 0.150
H -3.824649 -1.254415 1.868434 0.041 -0.131 0.096
H -4.604575 -2.045156 3.258154 0.034 -0.050 -0.084
H -1.818806 -3.346226 1.438065 0.058 0.367 0.240
```
Positions in Å, forces in eV/Å.

Calculated values
Total charge: 0
Orbital gap: 0.3638 Eh
SMILES: [H]/N=C(/N)NCCCCN(CCC)C(=O)OO.CC(C)O

---

What relative energy (zero: lowest compared OMol25 entry of this formula, charge and spin) values result from the calculations? In sequence: 22.4; 0.0; 63.5; 250.4 kcal/mol.